Entry 1:
Entry from the OMol25 dataset: one molecule with the formula C4H7NO2 (the ωB97M-V functional and the def2-TZVPD basis).

Each line ends with the Mulliken charge.
Cartesian coordinates (Å):
C1 1.530 0.208 0.993  -1.131
C2 0.204 -0.043 0.323  0.581
N1 -0.957 -0.113 0.854  -0.460
O1 -1.066 0.341 2.142  -0.404
C3 0.095 -0.535 -1.098  0.013
C4 -1.078 0.001 -1.799  -0.367
O2 0.240 0.362 -2.190  -0.422
H1 1.653 -0.530 1.794  0.323
H2 2.348 0.074 0.278  0.327
H3 1.628 1.201 1.445  0.315
H4 -1.990 0.127 2.337  0.388
H5 0.616 -1.480 -1.232  0.340
H6 -1.643 -0.456 -2.608  0.295
H7 -1.554 0.769 -1.177  0.200

Properties
Calculated total energy   -361.7311 hartree
Energy above the lowest of the compared OMol25 structures with the same formula, charge and spin   393.2 kJ/mol
SMILES   C/C(=N\O)[C@H]1CO1

=====

Entry 2:
Entry from the OMol25 dataset: a 2-piece molecular cluster, C5H11NO overall (the ωB97M-V functional and the def2-TZVPD basis).

Each line ends with the Mulliken charge.
Cartesian coordinates (Å):
C1 -3.332 -1.476 -0.151  -1.074
C2 -2.146 -1.003 -0.498  0.601
N1 -2.018 -0.467 -1.778  -0.445
C3 -0.958 -0.908 0.415  -0.581
C4 -0.440 0.211 0.949  0.102
C5 0.871 0.101 1.609  -1.121
H1 -4.321 -1.294 -0.660  0.198
H2 -3.512 -1.963 0.762  0.316
H3 -1.359 0.211 -2.129  0.221
H4 -2.833 -0.418 -2.278  0.169
H5 -0.296 -1.819 0.444  0.210
H6 -0.895 1.118 0.990  0.476
H7 0.484 -0.464 2.527  0.259
H8 1.273 1.035 1.897  0.331
H9 1.566 -0.537 1.118  0.337
O1 5.686 2.423 -1.322  -0.648
H10 6.457 1.934 -0.898  0.329
H11 5.773 3.315 -0.997  0.319

Properties
Calculated total energy   -327.0242 hartree
Energy above the lowest of the compared OMol25 structures with the same formula, charge and spin   281.3 kJ/mol
SMILES   C=C(N)/C=C/C.O

=====

Entry 3:
Entry from the OMol25 dataset: one molecule with the formula C3H4N2O (the ωB97M-V functional and the def2-TZVPD basis).

Each line ends with the Mulliken charge.
Cartesian coordinates (Å):
O1 2.121 -0.303 -0.076  -0.502
C1 0.818 0.024 -0.074  0.662
N1 0.020 -1.051 -0.150  -0.602
C2 -1.291 -0.807 0.064  -0.343
C3 -1.629 0.454 -0.146  -0.030
N2 0.418 1.252 0.034  -0.588
H1 2.082 -1.268 -0.177  0.376
H2 -1.907 -1.668 0.368  0.358
H3 -1.839 1.478 -0.080  0.428
H4 1.207 1.890 0.237  0.241

Properties
Calculated total energy   -301.3249 hartree
Energy above the lowest of the compared OMol25 structures with the same formula, charge and spin   426.2 kJ/mol

=====

Entry 4:
Entry from the OMol25 dataset: C5H11NO as an isolated structure (the ωB97M-V functional and the def2-TZVPD basis).

Each line ends with the Mulliken charge.
Cartesian coordinates (Å):
C1 0.857 -2.252 0.748  -0.793
C2 1.492 -1.392 -0.161  -0.105
N1 0.085 0.140 0.121  -0.252
C3 0.341 1.312 0.938  -1.137
C4 -0.815 0.216 -0.934  0.775
O1 -0.883 -0.688 -1.756  -0.630
C5 -1.732 1.423 -1.031  -1.196
H1 1.300 -2.406 1.729  0.297
H2 0.245 -3.057 0.352  0.293
H3 0.110 -1.110 0.729  0.373
H4 1.255 -1.434 -1.219  0.198
H5 2.351 -0.791 0.128  0.221
H6 0.800 2.133 0.368  0.337
H7 -0.565 1.703 1.420  0.332
H8 1.039 1.030 1.736  0.349
H9 -2.396 1.289 -1.886  0.304
H10 -1.154 2.345 -1.161  0.309
H11 -2.329 1.538 -0.120  0.326

Properties
Calculated total energy   -326.9795 hartree
Energy above the lowest of the compared OMol25 structures with the same formula, charge and spin   398.8 kJ/mol

=====

Entry 5:
Entry from the OMol25 dataset: H25O13 as an isolated structure (the ωB97M-V functional and the def2-TZVPD basis).

Each line ends with the Mulliken charge.
Cartesian coordinates (Å):
O1 -1.967 -3.437 -0.508  -0.670
H1 -2.858 -2.973 -0.416  0.335
H2 -1.467 -1.694 1.589  0.325
O2 2.444 1.386 1.917  -0.562
H3 2.677 0.565 2.313  0.298
H4 3.146 1.438 1.401  0.242
O3 0.851 -0.847 -1.937  -0.921
H5 0.790 0.047 -1.270  0.434
O4 -0.408 1.874 2.072  -0.699
H6 0.460 1.673 2.019  0.210
H7 -0.569 1.969 1.108  0.488
O5 -0.949 -1.821 2.312  -0.644
H8 3.133 1.717 -1.756  0.312
H9 -1.568 -1.908 3.099  0.305
O6 -1.849 -0.691 -1.897  -0.712
H10 -0.877 -0.438 -2.050  0.452
H11 -1.691 -1.311 -1.194  0.319
O7 1.980 -2.936 0.215  -0.673
H12 1.468 -2.625 -0.708  0.374
H13 0.631 -1.768 -1.412  0.098
O8 0.314 0.964 -0.547  -0.480
H14 0.873 1.382 -0.134  0.056
H15 2.337 0.512 -2.476  0.292
O9 3.128 0.728 -2.009  -0.658
H16 -1.731 -3.145 0.511  0.309
H17 2.456 -2.004 0.148  0.320
O10 -2.757 -0.657 0.657  -0.635
H18 -3.722 -0.302 0.634  0.256
H19 -2.202 0.073 0.248  0.381
O11 0.625 3.226 -2.809  -0.731
H20 -0.005 3.534 -2.022  0.426
H21 0.218 2.299 -2.409  0.320
O12 1.147 -0.700 3.067  -0.755
H22 0.828 0.019 2.460  0.411
H23 0.268 -1.243 3.081  0.356
O13 -1.571 2.731 -0.996  -0.687
H24 -1.077 1.863 -1.260  0.234
H25 -2.507 2.501 -1.042  0.276

Properties
Calculated total energy   -993.0008 hartree
Total charge   -1
Energy above the lowest of the compared OMol25 structures with the same formula, charge and spin   622.1 kJ/mol

=====

Entry 6:
Entry from the OMol25 dataset: one molecule with the formula C4H6O (the ωB97M-V functional and the def2-TZVPD basis).

Each line ends with the Mulliken charge.
Cartesian coordinates (Å):
C1 0.010 -0.812 1.863  -0.546
C2 0.175 -0.003 0.890  -0.337
C3 -0.099 -0.422 -0.435  0.727
C4 -0.039 0.777 -1.456  -0.793
O1 -0.469 -1.421 -0.991  -0.517
H1 -0.130 -1.830 1.785  0.300
H2 0.174 -0.553 2.932  0.233
H3 0.611 1.100 1.074  0.202
H4 -1.125 0.533 -1.794  0.210
H5 0.733 0.674 -2.362  0.238
H6 0.158 1.957 -1.507  0.282

Properties
Calculated total energy   -231.1448 hartree
Energy above the lowest of the compared OMol25 structures with the same formula, charge and spin   207.2 kJ/mol
SMILES   C=CC(C)=O

=====

Entry 7:
Entry from the OMol25 dataset: one molecule with the formula C4H4Cl2S (the ωB97M-V functional and the def2-TZVPD basis).

Each line ends with the Mulliken charge.
Cartesian coordinates (Å):
C1 -0.578 -0.249 0.835  -0.166
C2 0.282 0.010 1.762  0.026
C3 -0.250 -0.214 -0.650  -0.700
C4 2.044 0.329 0.522  -0.286
S1 1.249 0.892 -0.924  -0.103
Cl1 0.425 0.165 3.363  -0.155
Cl2 2.615 -1.291 0.464  -0.120
H1 -1.581 -0.263 1.144  0.382
H2 -0.050 -1.301 -1.077  0.274
H3 -1.069 0.186 -1.141  0.475
H4 2.598 1.042 1.262  0.373

Properties
Calculated total energy   -1473.2651 hartree
Energy above the lowest of the compared OMol25 structures with the same formula, charge and spin   221.6 kJ/mol

=====

Entry 8:
Entry from the OMol25 dataset: a 2-piece molecular cluster, CH8N5O overall (the ωB97M-V functional and the def2-TZVPD basis).

Each line ends with the Mulliken charge.
Cartesian coordinates (Å):
C1 -1.606 0.111 -0.392  0.266
N1 -2.785 0.687 -0.337  -0.326
N2 -1.247 -0.964 0.223  -0.294
N3 1.268 -1.536 -0.138  -0.808
N4 1.871 0.628 -0.197  -0.287
N5 2.146 -0.602 -0.152  0.705
O1 3.050 1.349 -0.171  -0.450
H1 -3.537 0.310 0.229  0.233
H2 -1.889 -1.465 0.826  0.198
H3 -0.218 -1.297 0.100  0.416
H4 1.680 -2.461 -0.127  0.174
H5 -0.846 0.593 -1.004  0.281
H6 -2.980 1.528 -0.862  0.241
H7 3.163 -0.833 -0.125  0.264
H8 2.813 2.285 -0.216  0.388

Properties
Calculated total energy   -391.5787 hartree
Total charge   +1
Energy above the lowest of the compared OMol25 structures with the same formula, charge and spin   55.4 kJ/mol

=====

Values of highest occupied orbital energy, in order: -9.601; -7.839; -8.749; -8.413; -6.411; -9.880; -8.570; -12.652, all in eV.